1.
Here is a cluster of 2 separate species, C5H11Cl2ISi in total from OMol25. Energies are from ωB97M-V with the def2-TZVPD basis set.

Output
**Energy relative to the best compared isomer or geometry (same formula, charge and spin)**: 169.2 kJ/mol
**Orbital gap (spin up / spin down)**: 6.90 / 7.82 eV
**HOMO level (spin up / spin down)**: -0.26492 / -0.30491 Eh
**E**: -46385.3298 eV

```
! RIJCOSX wB97M-V def2-TZVPD def2/J DEFGRID3
* xyz 0 1
C -0.941 0.697 -1.135
C -2.008 -1.003 0.461
C -0.727 0.831 1.444
C 3.417 0.919 -0.941
C -0.822 -0.093 0.195
Si 0.641 -1.305 -0.077
Cl 0.997 -2.547 1.556
Cl 0.626 -2.383 -1.775
I 4.924 -0.367 -0.256
H -0.884 0.012 -1.955
H -1.861 1.342 -1.033
H -0.097 1.438 -1.224
H -2.248 -1.791 -0.343
H -2.897 -0.439 0.285
H -1.978 -1.286 1.571
H -0.014 1.645 1.481
H -1.873 1.281 1.675
H -0.565 0.217 2.341
H 3.261 1.069 -2.035
H 3.049 1.763 -0.236
*
```

---

2.
Here is a structure of composition C5H11Cl8Hg2O from OMol25. Energies are from ωB97M-V with the def2-TZVPD basis set.

Output
**Energy relative to the best compared isomer or geometry (same formula, charge and spin)**: 191.2 kJ/mol
**Orbital gap**: 1.86 eV
**HOMO level**: -0.66089 Eh
**E**: -115900.3697 eV

```
! RIJCOSX wB97M-V def2-TZVPD def2/J DEFGRID3
* xyz 3 1
Hg -3.079 -1.863 -1.884
Hg -2.260 1.156 -3.837
C -0.584 0.024 -1.303
O -1.896 0.028 -1.911
H 0.179 0.217 -2.058
H -0.490 0.796 -0.537
H -0.383 -0.948 -0.857
C -0.816 4.456 -1.271
Cl -2.449 3.740 -1.143
Cl -0.485 5.404 0.156
H -0.090 3.660 -1.405
H -0.735 5.097 -2.144
C 3.477 -1.608 0.009
Cl 3.912 -0.674 -1.427
Cl 4.537 -2.981 0.194
H 3.581 -0.909 0.840
H 2.451 -1.950 -0.105
C -1.879 2.178 2.104
Cl -2.676 3.653 2.557
Cl -1.315 1.209 3.432
H -2.514 1.598 1.430
H -0.997 2.509 1.532
C 0.838 -5.004 1.629
Cl 1.954 -5.900 0.626
Cl 0.572 -3.349 1.074
H -0.102 -5.556 1.658
H 1.251 -4.981 2.639
*
```

---

3.
Here is a structure of composition C5H11Cl8OY from OMol25. Energies are from ωB97M-V with the def2-TZVPD basis set.

Output
**Energy relative to the best compared isomer or geometry (same formula, charge and spin)**: 822.4 kJ/mol
**Orbital gap**: 1.46 eV
**HOMO level**: -0.51500 Eh
**E**: -108604.9014 eV

```
! RIJCOSX wB97M-V def2-TZVPD def2/J DEFGRID3
* xyz 2 1
Y -3.280 -4.689 4.105
C -5.242 -8.986 8.771
O -4.722 -8.044 7.874
H -6.012 -9.663 8.401
H -4.469 -9.719 9.002
H -5.668 -8.659 9.720
C -7.807 -9.433 17.446
Cl -6.363 -8.543 17.912
Cl -7.569 -10.261 15.901
H -8.080 -10.100 18.264
H -8.640 -8.736 17.352
C -5.766 -13.810 4.130
Cl -7.001 -14.908 3.511
Cl -5.566 -12.385 3.066
H -6.014 -13.701 5.186
H -4.807 -14.328 4.165
C -9.581 -3.899 9.928
Cl -8.112 -3.071 10.594
Cl -11.056 -3.009 10.395
H -9.435 -3.974 8.851
H -9.534 -4.931 10.275
C -3.036 -14.641 11.395
Cl -4.414 -15.616 10.914
Cl -1.738 -15.593 12.062
H -2.534 -14.282 10.497
H -3.348 -13.812 12.030
*
```

---

4.
Here is a structure of composition C5H11CrO4 from OMol25. Energies are from ωB97M-V with the def2-TZVPD basis set.

Output
**Energy relative to the best compared isomer or geometry (same formula, charge and spin)**: 45.9 kJ/mol
**Orbital gap (spin up / spin down)**: 6.99 / 7.89 eV
**HOMO level (spin up / spin down)**: -0.51858 / -0.49711 Eh
**E**: -41963.5732 eV

```
! RIJCOSX wB97M-V def2-TZVPD def2/J DEFGRID3
* xyz 1 5
C -1.102 2.999 -0.675
O -1.054 2.264 -1.819
H -1.320 4.042 -0.997
H -1.918 2.686 0.001
H -0.153 2.984 -0.109
O 1.693 -0.956 2.344
C 2.243 -1.757 1.362
C 1.691 -1.377 -0.042
O 0.287 -1.289 0.088
C -0.557 -0.465 -0.888
C -1.892 -0.302 -0.161
O -1.705 0.152 1.141
Cr -0.092 -0.468 1.905
H 2.010 -2.830 1.521
H 3.345 -1.666 1.305
H 1.970 -2.124 -0.801
H 2.086 -0.386 -0.325
H -0.672 -1.007 -1.839
H 0.104 0.400 -1.061
H -2.426 -1.274 -0.190
H -2.535 0.372 -0.760
*
```

---

5.
Here is a structure of composition C5H11CuMgO4 from OMol25. Energies are from ωB97M-V with the def2-TZVPD basis set.

Output
**Energy relative to the best compared isomer or geometry (same formula, charge and spin)**: 86.9 kJ/mol
**Orbital gap (spin up / spin down)**: 6.09 / 7.50 eV
**HOMO level (spin up / spin down)**: -0.20561 / -0.29499 Eh
**E**: -63634.2746 eV

```
! RIJCOSX wB97M-V def2-TZVPD def2/J DEFGRID3
* xyz 0 3
O 2.144 -0.436 0.804
C 1.813 -1.791 0.740
C 0.804 -2.136 -0.349
O -0.427 -1.453 -0.296
C -0.563 -0.258 -1.105
C -1.743 0.500 -0.561
O -1.280 1.262 0.584
C -2.212 2.119 1.201
Cu 0.696 0.853 0.395
H 1.433 -2.140 1.718
H 2.715 -2.404 0.552
H 0.586 -3.216 -0.311
H 1.269 -1.911 -1.326
H -0.746 -0.527 -2.156
H -2.563 -0.146 -0.200
H -2.125 1.215 -1.307
H -1.682 2.679 1.979
H -2.636 2.826 0.471
H -3.018 1.518 1.649
Mg 3.579 0.859 0.350
O 2.142 1.443 -0.898
H 1.814 1.145 -1.932
*
```

---

6.
Here is a structure of composition C5H11EuF2NO5Si2 from OMol25. Energies are from ωB97M-V with the def2-TZVPD basis set.

Output
**Orbital gap (spin up / spin down)**: 6.40 / 6.45 eV
**HOMO level (spin up / spin down)**: -0.59916 / -0.59916 Eh
**E**: -57596.4251 eV

```
! RIJCOSX wB97M-V def2-TZVPD def2/J DEFGRID3
* xyz 2 8
C -1.519 2.557 1.703
C -0.192 2.330 0.864
O 0.022 0.956 0.511
C -0.763 0.558 -0.613
Si -0.015 -0.907 -1.528
F -0.576 -0.817 -3.108
O -0.466 -2.450 -0.964
Si -1.120 -2.403 0.656
O -2.813 -2.460 0.480
C 1.923 -0.766 -1.688
O 2.494 -1.371 -2.652
N 2.772 0.003 -0.818
C 2.793 -0.504 0.519
O 2.984 0.207 1.415
F 2.550 -1.828 0.783
H -1.526 3.599 2.117
H -2.444 2.409 1.094
H -1.563 1.818 2.548
H -0.264 3.029 -0.012
H 0.631 2.741 1.508
H -0.732 1.428 -1.344
H -1.862 0.439 -0.374
H -0.692 -1.245 1.441
H -0.766 -3.691 1.276
H -3.095 -1.542 0.301
H 2.571 1.008 -0.849
Eu 1.668 -3.098 -3.268
*
```

---

Please write out number 4 again, unchanged.
Here is a structure of composition C5H11CrO4 from OMol25. Energies are from ωB97M-V with the def2-TZVPD basis set.

Output
**Energy relative to the best compared isomer or geometry (same formula, charge and spin)**: 45.9 kJ/mol
**Orbital gap (spin up / spin down)**: 6.99 / 7.89 eV
**HOMO level (spin up / spin down)**: -0.51858 / -0.49711 Eh
**E**: -41963.5732 eV

```
! RIJCOSX wB97M-V def2-TZVPD def2/J DEFGRID3
* xyz 1 5
C -1.102 2.999 -0.675
O -1.054 2.264 -1.819
H -1.320 4.042 -0.997
H -1.918 2.686 0.001
H -0.153 2.984 -0.109
O 1.693 -0.956 2.344
C 2.243 -1.757 1.362
C 1.691 -1.377 -0.042
O 0.287 -1.289 0.088
C -0.557 -0.465 -0.888
C -1.892 -0.302 -0.161
O -1.705 0.152 1.141
Cr -0.092 -0.468 1.905
H 2.010 -2.830 1.521
H 3.345 -1.666 1.305
H 1.970 -2.124 -0.801
H 2.086 -0.386 -0.325
H -0.672 -1.007 -1.839
H 0.104 0.400 -1.061
H -2.426 -1.274 -0.190
H -2.535 0.372 -0.760
*
```

---

Among the records above, which one has the highest E? C5H11CrO4

---

Number 3 is which compound? C5H11Cl8OY